<a>
C5H5NS2 | the ωB97M-V functional and the def2-TZVPD basis

Results
Frontier orbital gap: 7.9 eV

Last column: Löwdin charge in e.
Positions of all 13 atoms, in Å:
C: -3.621 -0.372 -1.121  -0.3338
C: -3.798 0.973 0.997  -0.4423
C: -2.747 -0.664 0.014  -0.5570
C: -1.906 -1.681 -0.139  -0.5497
C: 1.367 -0.291 -0.585  -0.0609
N: -2.880 0.110 1.147  0.0142
S: -1.068 -2.919 -0.494  0.9074
S: -4.585 0.917 -0.592  0.9186
H: 1.317 -1.106 0.125  -0.0056
H: -4.087 1.675 1.753  0.0674
H: 0.905 0.589 -0.157  0.0196
H: 0.847 -0.563 -1.493  0.0070
H: 2.405 -0.077 -0.810  0.0152

---

<b>
C5H5NS2 | the ωB97M-V functional and the def2-TZVPD basis

Results
Frontier orbital gap: 7.9 eV

Last column: Löwdin charge in e.
Positions of all 13 atoms, in Å:
C: -0.415 0.275 0.001  -0.7501
C: 0.610 -0.255 -0.940  -0.2491
C: 1.564 -0.172 0.115  -0.8134
C: 0.449 -0.093 1.186  -0.1407
C: -1.557 -0.599 -0.007  -0.3219
H: -2.655 1.470 -0.492  0.1154
H: 1.120 0.316 -1.952  0.1862
H: 0.350 -1.251 -1.483  0.1654
H: 0.525 0.507 2.098  0.1143
H: 0.135 -1.262 1.496  0.1944
N: -2.191 -1.561 -0.015  0.1825
S: -1.007 2.203 0.002  0.5817
S: 3.070 0.421 -0.011  0.7352

---

<c>
C5H5NS2 | the ωB97M-V functional and the def2-TZVPD basis

Results
Frontier orbital gap: 9.6 eV

Last column: Löwdin charge in e.
Positions of all 13 atoms, in Å:
C: -0.183 2.273 -0.107  -0.3506
C: -0.936 2.704 2.134  -0.4541
C: -0.708 1.200 0.569  -0.4285
C: -0.844 -0.095 0.025  -0.0954
C: -0.994 -1.191 -0.441  0.1004
N: -1.124 1.477 1.835  0.0374
S: 2.382 -1.661 -0.215  0.4912
S: -0.219 3.676 0.878  0.9981
H: 0.203 2.307 -1.106  0.0728
H: -1.192 3.139 3.079  0.0690
H: 1.705 -1.041 -1.172  -0.2339
H: -1.104 -2.149 -0.854  0.0272
H: 1.461 -2.607 -0.098  -0.2337

---

The structure shown above that is least stable: <b>.